Below is a molecular structure, C13H15N3O2SSbSe4Zr, with properties calculated with ωB97M-V with the def2-TZVPD basis set.

Cartesian coordinates (Å):
Zr -1.56862 0.43559 -0.98617
Se -3.70428 4.79336 -0.12401
Sb -1.49550 3.80558 -0.09865
Se -1.38936 2.69491 -2.55439
Se -1.96968 1.66843 1.30776
Se 0.51989 5.18220 0.55472
C 1.30656 -4.86949 1.35411
C 0.54451 -3.62017 1.04828
C 0.20371 -2.70596 2.05724
C -0.47358 -1.58003 1.66918
N -0.79412 -1.36020 0.36935
C -0.38096 -2.22879 -0.57955
S -0.66040 -1.76616 -2.22833
N 0.25391 -3.40725 -0.24429
H 1.39023 -5.04330 2.42040
H 2.30318 -4.87386 0.90661
H 0.81350 -5.72595 0.90572
H 0.53553 -2.87953 3.09046
H -0.74562 -0.78804 2.34359
C -5.71720 0.54896 -1.38073
O -4.31534 0.40343 -1.02797
C -3.56118 -0.63678 -1.56794
O -3.97622 -1.52297 -2.27621
H -6.18946 -0.38503 -1.65409
H -5.78944 1.35036 -2.13014
H -6.16770 0.95724 -0.50936
C 4.69385 2.31240 0.45939
C 3.40973 1.70160 0.00550
C 2.84732 1.81386 -1.28406
C 1.55826 1.35253 -1.48582
N 0.79535 0.78671 -0.55879
C 1.41336 0.56020 0.61182
C 2.68969 0.90511 0.92437
H 5.34456 2.68020 -0.33970
H 5.31584 1.72110 1.11736
H 4.47982 3.21333 1.04805
H 3.43767 2.28220 -2.04370
H 1.10743 1.43757 -2.44812
H 0.79542 0.14107 1.39731
H 3.13935 0.64557 1.93080

Kohn-Sham gap	6.268	eV
total charge	-1
lowest unoccupied orbital energy	1.8	eV
2S+1	1